This record from the OMol25 dataset describes a single C4H7ClN2 molecule at a distorted geometry. The level of theory is ωB97M-V/def2-TZVPD.

Structure (XYZ):
```
14
Properties=species:S:1:pos:R:3:forces:R:3
C 1.250173 1.705423 -0.391452 -6.0725 -2.7060 -7.4366
C 2.117943 2.492896 0.219165 4.4883 4.1657 3.9263
C -0.365958 -0.061105 -0.455913 0.4819 0.6869 0.1589
C -0.755702 -1.365999 0.114740 -0.9188 0.8517 -0.0360
N 0.777631 0.530716 0.095537 -0.2216 1.7634 -2.7686
N -1.024898 0.628806 -1.306086 0.6969 0.4236 0.1742
Cl 2.671669 3.832023 -0.653966 0.3318 -0.2065 0.4474
H 0.894727 2.183174 -1.397852 0.0244 -1.8979 2.0543
H 2.573417 2.126749 1.098538 1.1754 0.4228 0.8757
H 1.083401 0.398684 1.001392 0.4059 -1.3475 2.1459
H -0.158939 -1.533549 0.967894 0.6491 -0.8040 0.9756
H -0.795798 -2.197878 -0.568643 0.3050 -0.2049 -0.2708
H -1.760265 -1.147591 0.442635 -0.5945 -0.5502 0.3866
H -1.894057 0.173767 -1.470941 -0.7512 -0.5971 -0.6331
```
Forces are in eV/Å.

Its spin multiplicity is 3. The expectation value of S² is 2.009. As for the energy above the lowest of the compared OMol25 structures with the same formula, charge and spin: 14.7 kcal per mole. The value obtained for the total energy is -19759.0575 eV.

Atom charges from the Mulliken analysis, given in e for atoms 1 to 4:
1. C -0.128
2. C -0.390
3. C 0.612
4. C -1.110